# 1
Entry from the Open Molecules 2025 dataset: a 2-piece molecular cluster, C3H4NO2 overall in a non-equilibrium geometry (ωB97M-V/def2-TZVPD).

Positions of all 10 atoms, in Å:
C (0.0316, 2.8224, -0.1242)
C (2.4853, -0.3467, -0.0534)
C (0.0861, -1.2437, 0.0870)
N (0.6194, 1.8366, -0.0156)
O (3.4370, 0.2241, 0.0662)
O (1.6212, -1.1910, 0.0160)
H (-0.7767, 3.5427, -0.3192)
H (-0.2143, -0.9024, -0.8932)
H (-0.0289, -0.4816, 0.8650)
H (-0.0242, -2.2736, 0.1791)

Summary:
Charge = +1
Spin multiplicity = 1
E_tot = -321.59260 Ha
Relative energy (zero: lowest compared OMol25 entry of this formula, charge and spin) = 193.7 kJ/mol
HOMO level = -17.095 eV
Orbital gap = 12.7294 eV
LUMO level = -4.366 eV


# 2
Entry from the Open Molecules 2025 dataset: an isolated ion of composition C3H4NO2 and charge +1 in a non-equilibrium geometry (ωB97M-V/def2-TZVPD).

Positions of all 10 atoms, in Å:
C (-0.4997, -0.7907, -0.2711)
C (-0.3087, 0.7378, -0.3373)
C (1.6528, 0.0696, 0.2036)
N (-0.9623, 0.1022, 0.7721)
O (0.7385, -1.3050, -0.0992)
O (1.0006, 1.0674, -0.0731)
H (-1.3749, -1.3479, -0.8567)
H (-0.9631, 1.4280, -0.8292)
H (2.6924, -0.2377, 0.6056)
H (-1.9755, 0.2764, 0.8853)

Summary:
Charge = +1
Spin multiplicity = 1
E_tot = -321.50439 Ha
Relative energy (zero: lowest compared OMol25 entry of this formula, charge and spin) = 425.3 kJ/mol
HOMO level = -15.487 eV
Orbital gap = 8.9247 eV
LUMO level = -6.562 eV


# 3
Entry from the Open Molecules 2025 dataset: C3H4NO2 as an isolated structure in a non-equilibrium geometry (ωB97M-V/def2-TZVPD).

Positions of all 10 atoms, in Å:
C (0.4986, 1.1574, 0.0331)
C (2.4615, 0.0145, -0.1026)
C (-0.0043, -0.1457, -0.0987)
N (0.9296, -1.0492, 0.0843)
O (3.3897, -0.5964, 0.0804)
O (1.9017, 1.1380, -0.2213)
H (0.2270, 2.0075, 0.7405)
H (-1.1424, -0.2673, 0.0820)
H (-0.0088, 1.5439, -1.1120)
H (0.7856, -2.0026, 0.5037)

Summary:
Charge = +1
Spin multiplicity = 1
E_tot = -321.57543 Ha
Relative energy (zero: lowest compared OMol25 entry of this formula, charge and spin) = 238.8 kJ/mol
HOMO level = -16.698 eV
Orbital gap = 11.2028 eV
LUMO level = -5.495 eV


# 4
Entry from the Open Molecules 2025 dataset: an isolated ion of composition C3H4NO2S and charge -1 in a non-equilibrium geometry (ωB97M-V/def2-TZVPD).

Positions of all 11 atoms, in Å:
C (1.8269, 1.3927, 0.5708)
C (0.4370, -0.4644, 0.6748)
C (-1.7747, -0.8345, -0.7690)
N (1.7044, 0.3728, 1.3328)
O (1.2778, 1.6926, -0.4851)
O (0.2465, -1.6213, 0.8819)
S (-0.3950, 0.4115, -0.5467)
H (2.6783, 2.0919, 0.8433)
H (-1.4420, -1.8501, -0.9859)
H (-2.2154, -0.3346, -1.6519)
H (-2.3437, -0.8566, 0.1350)

Summary:
Charge = -1
Spin multiplicity = 1
E_tot = -720.14775 Ha
Relative energy (zero: lowest compared OMol25 entry of this formula, charge and spin) = 103.0 kJ/mol
HOMO level = -4.003 eV
Orbital gap = 7.7405 eV
LUMO level = 3.738 eV


# 5
Entry from the Open Molecules 2025 dataset: C3H4NO3 as an isolated structure in a non-equilibrium geometry (ωB97M-V/def2-TZVPD).

Positions of all 11 atoms, in Å:
C (2.2083, -0.4942, 0.4754)
C (0.3703, 0.9985, 0.2696)
C (-1.8219, -0.2215, -0.4854)
N (1.4608, 0.5329, 0.7600)
O (2.3368, -1.0229, -0.5826)
O (-0.3132, 1.9565, 0.0092)
O (-0.6098, -0.5747, 0.0138)
H (2.9463, -0.7940, 1.2394)
H (-2.4071, 0.4480, 0.2021)
H (-2.5668, -1.0447, -0.4422)
H (-1.6036, 0.2162, -1.4593)

Summary:
Charge = -1
Spin multiplicity = 1
E_tot = -397.19665 Ha
Relative energy (zero: lowest compared OMol25 entry of this formula, charge and spin) = 281.3 kJ/mol
HOMO level = -4.257 eV
Orbital gap = 8.5376 eV
LUMO level = 4.281 eV


# 6
Entry from the Open Molecules 2025 dataset: a 2-piece molecular cluster, C3H4NOP overall in a non-equilibrium geometry (ωB97M-V/def2-TZVPD).

Positions of all 10 atoms, in Å:
C (0.8117, 0.8770, -1.0256)
C (1.4908, 1.7727, -0.4664)
C (-1.1566, -1.3636, 1.3613)
N (-1.3658, -1.5781, 0.0847)
O (0.5296, 0.0873, -1.8283)
P (-1.3388, -1.7444, -1.4276)
H (1.0204, 2.6949, -0.1290)
H (2.5371, 1.6769, -0.1879)
H (-0.7391, -0.4388, 1.5160)
H (-1.7893, -1.9840, 2.1030)

Summary:
Spin multiplicity = 1
E_tot = -587.92321 Ha
Relative energy (zero: lowest compared OMol25 entry of this formula, charge and spin) = 270.9 kJ/mol
HOMO level = -7.023 eV
Orbital gap = 7.2455 eV
LUMO level = 0.222 eV


Number 6 is which compound?
C3H4NOP


Look up the LUMO level of the fourth one.
3.738 eV


Which of these has the highest LUMO level?
C3H4NO3